(1)
# C4H23N3O7

A 7-piece molecular cluster, C4H23N3O7 overall in a non-equilibrium geometry (ωB97M-V/def2-TZVPD, OMol25).

Summary:
HOMO level	-9.577	eV
LUMO level	0.00912	hartree
SMILES	C[C@H](CN)NC(N)=O.O.O.O.O.O.O
frontier orbital gap	9.8	eV
relative energy (zero: lowest compared OMol25 entry of this formula, charge and spin)	48.2	kcal per mole

Atoms and positions in Å:
O  0.8062  0.9924  1.6542
O  1.5982  -3.0941  1.0770
O  0.3501  -3.5715  -1.1815
O  2.3318  2.8189  -0.9636
O  -0.4048  -1.2415  0.4181
O  1.4951  4.1376  1.1994
O  3.1849  -0.9872  1.0857
N  -2.3096  -0.0382  0.1146
N  0.4096  0.2725  -1.7938
N  -2.0558  -1.3604  1.9935
C  -1.0372  0.4298  -2.1209
C  -3.1701  1.4621  -1.5826
C  -1.5083  -0.9103  0.8249
C  -1.8575  0.9594  -0.8986
H  3.7627  -0.6153  1.7665
H  0.8440  0.0777  1.3184
H  -3.1508  0.2075  0.6109
H  2.2207  3.3976  -1.7247
H  0.7040  -3.0311  1.4012
H  -3.4186  1.0086  -2.5382
H  -0.3871  -2.9494  -1.0317
H  1.7179  1.2664  1.5051
H  0.5862  -0.0940  -0.8751
H  -1.2708  1.6981  -0.3370
H  -1.0370  1.3231  -2.7693
H  2.6610  -1.6069  1.6428
H  0.7791  -3.2657  -1.9898
H  -3.0460  -1.3698  2.1471
H  2.0448  1.9946  -1.3953
H  1.7532  4.0095  0.2556
H  1.3033  3.2438  1.4792
H  0.7824  -0.4094  -2.4465
H  1.5634  -3.2501  0.1112
H  -1.4804  -1.8541  2.6495
H  -1.4903  -0.4226  -2.6228
H  -2.9600  2.4970  -1.8566
H  -4.0191  1.2913  -0.9229

(2)
# C29H59FN4O10P

A 3-piece molecular cluster, C29H59FN4O10P overall in a non-equilibrium geometry (ωB97M-V/def2-TZVPD, OMol25).

Summary:
HOMO level	-4.119	eV
total charge	-1
LUMO level	0.07005	hartree
frontier orbital gap	6.0	eV

Atoms and positions in Å:
P  2.8327  -3.1907  -0.6349
F  2.3278  0.1579  -0.0525
O  4.5508  0.1551  -3.5914
O  2.5209  0.3999  -2.3317
O  1.1717  -2.9696  -1.1853
O  3.6594  -4.6709  1.5110
O  -0.1927  -1.0673  -2.1523
O  3.3913  -1.7116  -1.4451
O  -7.2234  1.0358  3.5818
O  0.8234  6.8310  -4.6666
O  -3.7709  0.4007  2.0514
O  4.0740  -5.5792  -1.4392
N  1.7084  5.9255  -2.0929
N  -8.2774  3.1917  2.0109
N  0.3832  -1.0879  0.1130
N  -3.0812  -0.3204  -1.0068
C  -10.0453  2.5933  3.5812
C  2.4333  -4.5464  0.7063
C  6.1114  0.6775  -0.5991
C  4.9203  1.4909  -1.4416
C  -1.3475  -1.9772  -2.0836
C  0.7440  3.9695  -3.1852
C  3.3694  -2.0503  3.2166
C  -3.6374  -0.9502  1.4763
C  -4.1263  -0.9663  -0.1228
C  5.5264  -5.5276  -1.6571
C  -2.7948  -1.1574  -2.2573
C  3.9640  0.6478  -2.4727
C  6.4056  -5.3148  -0.2572
C  -8.3786  0.8167  2.7666
C  3.3737  -4.4173  -2.0045
C  3.3753  -4.8050  2.9485
C  -7.4913  1.0896  4.9748
C  0.4703  5.3781  -2.6635
C  -9.1690  2.1025  2.4311
C  4.7963  3.1198  -1.1782
C  -0.1311  6.3221  -3.7302
C  0.9100  -1.4946  -1.2770
C  5.7908  3.9680  -0.1770
C  7.1160  1.5344  0.4120
C  3.7789  -3.5012  3.8608
C  -4.5602  -1.9571  2.4247
C  2.3448  -0.6671  -1.3172
C  1.0914  5.9649  -5.7589
C  7.0073  3.1773  0.6366
H  -7.7538  2.8855  1.1893
H  2.7423  -2.3046  0.5104
H  -0.2669  5.2832  -1.8567
H  5.8837  -4.7806  -2.4832
H  3.3002  -3.5766  4.9483
H  5.8407  -6.6126  -2.0434
H  -4.3176  -3.1003  2.2225
H  2.2598  -5.1822  3.1432
H  -2.7533  -0.4740  -3.2198
H  -0.1205  3.5808  -3.7342
H  4.0300  -1.9279  2.2300
H  7.5714  -5.3011  -0.4755
H  6.0819  -4.3566  0.3313
H  2.2250  -1.8979  3.0187
H  -4.3881  -2.0779  -0.4052
H  4.2377  -3.3082  -0.2208
H  -3.3888  0.6429  -1.2872
H  -4.6623  0.4005  2.5461
H  -4.3100  -1.7858  3.5743
H  5.6944  5.1331  -0.0353
H  -9.8398  1.8663  1.5958
H  2.3248  6.1612  -2.8757
H  -3.6304  -1.9687  -2.4642
H  4.0624  -5.7009  3.3365
H  -0.0864  -1.8983  0.5759
H  -8.2865  0.3985  5.2696
H  -0.5297  7.2030  -3.2115
H  -2.5282  -1.3459  1.4759
H  -0.2646  -0.2827  -0.0382
H  -5.1292  -0.3288  -0.1567
H  1.4999  6.8322  -1.6717
H  -7.7430  2.1101  5.2686
H  1.4401  6.5748  -6.5970
H  1.6150  3.9263  -3.8446
H  -0.9796  5.8596  -4.2484
H  -1.2493  -2.8048  -2.9380
H  3.9525  3.7226  -1.7471
H  1.5456  -4.1161  1.3783
H  7.9913  1.0017  1.0078
H  0.2009  5.4159  -6.0790
H  -9.4654  3.0521  4.3865
H  2.3860  -4.8457  -2.5206
H  -7.9971  0.4026  1.8249
H  -10.7514  3.3520  3.2248
H  2.0566  -5.5403  0.2168
H  -1.4508  -2.5719  -1.0783
H  6.2756  -0.4778  -0.6866
H  1.8948  5.2731  -5.4999
H  0.9416  3.2864  -2.3512
H  -5.7006  -1.7021  2.2991
H  3.7178  -1.1988  3.9443
H  4.9692  -3.4996  3.9498
H  -7.5567  3.2887  2.7317
H  -9.0250  0.0458  3.2027
H  7.7386  3.7635  1.3388
H  6.2065  -6.2488  0.4393
H  -6.5773  0.8103  5.5065
H  -10.6299  1.7703  4.0064
H  3.9500  -3.8448  -2.8462

(3)
# C5H10O2

A 2-piece molecular cluster, C5H10O2 overall (ωB97M-V/def2-TZVPD, OMol25).

Summary:
HOMO level	-8.274	eV
LUMO level	0.03907	hartree
frontier orbital gap	9.3	eV
relative energy (zero: lowest compared OMol25 entry of this formula, charge and spin)	114.5	kcal per mole

Atoms and positions in Å:
O  0.1603  0.3382  0.5957
O  0.2599  1.2185  3.0622
C  0.0678  -0.4792  -1.7269
C  -0.3181  -0.6759  -0.2901
C  -1.2537  0.2194  0.3820
C  1.5156  -0.8869  -1.9803
C  -0.9889  1.5962  3.0052
H  1.6569  -1.9607  -1.8128
H  -0.2028  -1.6837  0.1146
H  1.8152  -0.6638  -3.0080
H  -1.1453  2.0968  3.9908
H  0.4592  0.7638  2.2079
H  -0.6203  -1.0598  -2.3535
H  2.1879  -0.3483  -1.3039
H  -1.6847  1.0652  -0.1496
H  -0.0810  0.5797  -1.9709
H  -1.8281  -0.1193  1.2376

(4)
# C6H3F

One molecule with the formula C6H3F in a non-equilibrium geometry (ωB97M-V/def2-TZVPD, OMol25).

Summary:
HOMO level	-9.188	eV
LUMO level	-0.01485	hartree
frontier orbital gap	8.8	eV
relative energy (zero: lowest compared OMol25 entry of this formula, charge and spin)	71.5	kcal per mole

Atoms and positions in Å:
F  0.6927  4.0322  2.4171
C  0.3262  3.0316  1.6294
C  -0.2708  2.2954  0.8775
C  -0.5765  1.1648  0.0768
C  1.2786  -0.3772  0.6894
C  -0.0026  -0.0315  0.0402
C  1.9571  0.2434  1.6403
H  1.7067  -1.4750  0.6604
H  -0.2723  -0.6173  -0.8627
H  -1.5935  1.3448  -0.3558

(5)
# CH3BrO2S

One molecule with the formula CH3BrO2S in a non-equilibrium geometry (ωB97M-V/def2-TZVPD, OMol25).

Summary:
HOMO level (spin up / spin down)	-6.013 / -11.214	eV
multiplicity	3
LUMO level (spin up / spin down)	0.02210 / -0.17147	hartree
frontier orbital gap (spin up / spin down)	6.6 / 6.5	eV
relative energy (zero: lowest compared OMol25 entry of this formula, charge and spin)	49.5	kcal per mole

Atoms and positions in Å:
Br  -2.0779  1.0090  -0.1047
S  -0.6139  -0.5928  0.2435
O  -0.6763  -1.3908  -0.9097
O  -0.9832  -1.1389  1.4916
C  0.8545  0.3890  -0.0985
H  0.5513  1.2637  -0.6871
H  1.4253  0.7527  0.7656
H  1.5202  -0.2920  -0.7007

(6)
# C2H6BNO

A 2-piece molecular cluster, C2H6BNO overall in a non-equilibrium geometry (ωB97M-V/def2-TZVPD, OMol25).

Summary:
HOMO level (spin up / spin down)	-9.053 / -9.055	eV
LUMO level (spin up / spin down)	0.00226 / 0.00225	hartree
frontier orbital gap (spin up / spin down)	9.1 / 9.1	eV
relative energy (zero: lowest compared OMol25 entry of this formula, charge and spin)	85.7	kcal per mole

Atoms and positions in Å:
O  -0.8113  1.0901  -0.6037
N  0.2174  -0.0718  1.0729
C  0.5796  -0.8734  -0.0905
C  -0.1129  -0.0035  -1.2385
B  -0.6101  1.0614  0.7034
H  0.1669  -1.8076  -0.2037
H  -1.5283  1.5061  2.6514
H  1.6298  -0.8733  -0.4121
H  0.6021  0.5781  -2.0003
H  -0.8785  -0.4143  -1.7491
H  0.7454  -0.1919  1.8702